# C35H90O10

A cluster of 10 separate species, C35H90O10 in total in a non-equilibrium geometry (ωB97M-V with the def2-TZVPD basis set, the Open Molecules 2025 dataset).

XYZ file:
```
135
Properties=species:S:1:pos:R:3:forces:R:3:lowdin_charge:R:1
C -0.4591 0.1553 0.4541 -1.06 1.37 0.05 -0.04
C 0.9780 0.0062 0.0146 0.78 -1.06 0.51 -0.47
C 1.1653 -0.4947 -1.4067 -0.51 -0.06 -0.49 -0.04
O 1.8145 1.1084 0.3543 -0.25 0.19 -0.02 -0.04
H -0.6012 0.1822 1.5398 0.33 -0.45 0.00 0.07
H -1.1350 -0.5835 0.0178 0.23 -0.23 0.07 0.07
H -0.8935 1.1343 0.1825 0.31 -0.16 -0.40 0.06
H 1.3644 -0.8123 0.6347 0.22 0.21 0.03 0.11
H 0.9055 -1.5573 -1.4109 -0.09 0.10 -0.11 0.07
H 2.1803 -0.4271 -1.7982 0.17 0.08 0.40 0.07
H 0.5243 0.0028 -2.1441 -0.08 0.03 0.14 0.07
H 1.7618 1.7781 -0.3363 -0.15 0.00 -0.02 0.08
C -4.0792 -1.9463 0.8733 0.44 0.04 -0.27 -0.06
C -3.6219 -2.9320 1.9448 -1.45 0.44 -0.15 -0.47
C -3.8660 -2.3377 3.3218 0.85 -0.04 0.30 -0.06
O -4.3597 -4.1508 1.7985 0.50 -0.38 -0.05 -0.05
H -5.1365 -1.6988 0.9971 0.01 0.04 0.09 0.09
H -3.9515 -2.3662 -0.1257 0.00 -0.09 0.00 0.07
H -3.4931 -1.0234 0.9110 -0.10 0.03 0.09 0.06
H -2.5744 -3.1833 1.7903 0.04 -0.14 0.11 0.13
H -3.5682 -3.0508 4.0936 -0.14 -0.03 0.01 0.09
H -4.9077 -2.0554 3.4823 -0.09 -0.14 -0.18 0.08
H -3.2553 -1.4420 3.4708 -0.03 -0.01 -0.09 0.06
H -5.3062 -3.9763 1.8263 0.09 0.23 0.05 0.09
C -4.3205 1.3380 -0.9773 -0.18 -1.34 -0.12 -0.06
C -4.5857 2.0933 0.2874 -0.34 0.61 0.52 -0.49
C -3.5432 3.1368 0.6781 -0.33 -0.31 0.19 -0.05
O -5.8951 2.6763 0.1388 0.22 -0.04 -0.12 -0.05
H -4.9632 0.4484 -0.9609 -0.16 0.22 -0.16 0.07
H -3.3209 0.9008 -1.0425 0.19 0.44 0.09 0.07
H -4.5440 1.8818 -1.8911 0.14 0.31 0.10 0.08
H -4.6476 1.3967 1.1362 0.10 -0.19 -0.17 0.12
H -2.6956 2.6002 1.1109 0.23 0.21 -0.20 0.06
H -3.9644 3.7535 1.4772 0.12 0.10 -0.03 0.08
H -3.2397 3.7829 -0.1434 0.04 -0.06 -0.07 0.09
H -6.1548 3.0389 0.9907 -0.01 0.05 -0.02 0.08
C 3.6780 5.8974 4.6780 0.07 -0.39 -0.56 -0.07
C 3.0425 4.5541 4.3120 0.89 0.55 0.50 -0.31
O 1.9131 4.7776 3.5213 -0.10 -0.02 -0.20 -0.15
C 1.3256 3.5827 3.0560 -0.31 -0.37 0.39 -0.29
C 0.0708 3.9049 2.2676 0.39 -0.37 -0.19 -0.06
H 4.4246 5.7496 5.4578 -0.13 0.08 0.16 0.07
H 4.2100 6.2992 3.8133 -0.15 0.13 0.00 0.07
H 2.9105 6.6054 4.9820 0.05 0.03 0.18 0.07
H 3.7936 3.9604 3.7727 -0.15 -0.17 -0.01 0.12
H 2.8132 4.0332 5.2535 -0.32 -0.19 -0.21 0.12
H 2.0186 2.9836 2.4514 0.10 0.20 -0.06 0.11
H 1.0694 2.9354 3.9118 0.01 0.17 0.08 0.11
H 0.3469 4.0963 1.2301 -0.23 0.15 -0.04 0.07
H -0.4505 4.7674 2.6753 -0.01 0.01 0.08 0.08
H -0.5785 3.0284 2.2998 -0.12 0.09 -0.12 0.05
C 7.8321 1.8261 0.0080 0.21 -0.42 0.52 -0.08
C 6.3344 1.7467 -0.1297 -0.02 0.43 0.53 -0.31
O 5.9852 1.4791 -1.4585 0.13 0.24 -0.31 -0.14
C 4.6269 1.7091 -1.7219 -0.69 -0.64 -0.37 -0.30
C 4.3301 1.3238 -3.1601 -0.59 0.73 -0.23 -0.07
H 8.2433 2.6453 -0.5760 0.04 0.03 -0.02 0.08
H 8.0654 1.9647 1.0692 0.04 0.25 -0.13 0.08
H 8.3317 0.8943 -0.2623 -0.13 0.02 -0.27 0.08
H 5.9080 1.0036 0.5593 0.03 -0.15 -0.17 0.12
H 5.9160 2.7134 0.1955 -0.07 -0.03 -0.16 0.12
H 4.0134 1.0939 -1.0491 0.05 0.13 0.11 0.10
H 4.3305 2.7599 -1.5955 0.25 0.04 0.33 0.12
H 4.8018 0.3873 -3.4384 0.14 0.03 -0.11 0.08
H 4.5874 2.1538 -3.8240 0.60 -0.33 -0.11 0.08
H 3.2510 1.2473 -3.3444 0.03 -0.29 0.37 0.06
C 2.4571 -1.6944 -4.7461 0.43 -0.02 0.43 -0.06
C 1.6370 -2.8095 -4.1261 -0.53 1.21 -0.07 -0.32
O 2.4672 -3.8059 -3.5931 0.05 -0.05 -0.18 -0.14
C 1.7699 -4.7459 -2.7995 0.14 0.06 0.11 -0.28
C 0.6804 -5.4825 -3.5404 -0.02 -0.70 -0.44 -0.08
H 3.0983 -2.0613 -5.5479 -0.08 0.09 -0.08 0.08
H 1.8128 -0.8852 -5.0918 -0.14 -0.20 -0.25 0.08
H 3.0918 -1.2344 -3.9837 0.12 -0.19 -0.05 0.05
H 1.0286 -2.3277 -3.3444 0.01 -0.42 0.02 0.08
H 0.9133 -3.1596 -4.8707 0.16 -0.42 0.07 0.11
H 2.5286 -5.4616 -2.4808 0.00 0.05 0.10 0.12
H 1.3659 -4.2474 -1.9054 0.01 -0.02 -0.02 0.11
H 1.0646 -5.8289 -4.5058 0.00 0.22 -0.02 0.09
H -0.2256 -4.9062 -3.7183 0.02 0.10 0.09 0.06
H 0.4199 -6.4081 -3.0198 -0.13 0.21 0.22 0.08
C 1.0366 -2.8367 2.6306 -0.60 -0.17 0.61 -0.08
C 1.7355 -3.8475 1.7421 -0.36 0.98 -0.19 -0.30
O 3.0442 -4.0215 2.2042 0.23 -0.18 0.05 -0.15
C 3.7816 -4.9479 1.4232 -0.21 -0.21 0.37 -0.29
C 5.2284 -4.8370 1.8156 0.29 0.60 -0.41 -0.08
H 1.4169 -1.8194 2.5611 0.27 -0.09 -0.10 0.06
H -0.0390 -2.7881 2.4277 0.10 -0.04 -0.29 0.07
H 1.0911 -3.1464 3.6785 0.22 0.00 -0.05 0.08
H 1.1546 -4.7772 1.7220 0.19 -0.15 -0.01 0.12
H 1.7783 -3.4305 0.7221 -0.12 -0.28 -0.08 0.11
H 3.4137 -5.9608 1.6433 -0.07 0.03 -0.22 0.12
H 3.6353 -4.7360 0.3573 0.02 -0.03 -0.02 0.11
H 5.5746 -3.8238 1.5890 -0.02 -0.02 0.18 0.08
H 5.8559 -5.4952 1.2154 -0.06 -0.25 0.18 0.08
H 5.3586 -5.0151 2.8800 0.07 -0.14 0.01 0.08
C -3.1274 1.2462 -6.2855 -0.17 -0.26 -0.03 -0.08
C -3.4729 2.1271 -5.0909 0.60 0.76 -0.96 -0.27
O -2.6641 1.9852 -3.9486 -0.51 -0.35 0.65 -0.19
C -1.2690 1.9217 -4.1341 0.04 -0.10 -0.85 -0.29
C -0.5976 2.5011 -2.9321 -0.06 0.61 0.67 -0.07
H -3.5262 1.7276 -7.1794 -0.04 -0.10 -0.04 0.08
H -2.0514 1.1586 -6.4218 0.01 0.00 -0.03 0.07
H -3.5495 0.2415 -6.2281 0.06 0.00 0.11 0.07
H -3.3595 3.1628 -5.4587 -0.14 -0.04 0.22 0.12
H -4.5133 1.9942 -4.8053 0.01 -0.05 0.28 0.12
H -0.9615 0.8796 -4.2980 -0.01 0.03 0.04 0.11
H -0.9866 2.4834 -5.0366 0.04 0.01 0.09 0.12
H -1.0362 2.0871 -2.0202 0.24 -0.23 -0.03 0.06
H -0.7628 3.5796 -2.8535 -0.04 -0.03 -0.19 0.08
H 0.4806 2.3439 -2.9591 0.01 -0.17 0.06 0.07
C -0.3551 -0.1959 5.0022 0.05 0.33 0.57 -0.07
C -1.4035 0.8761 5.1908 -0.71 -0.40 -0.22 -0.27
O -2.2576 0.8544 4.0503 0.31 -0.05 -0.16 -0.19
C -3.4047 1.6721 4.1714 0.11 -0.01 -0.10 -0.27
C -4.5201 0.9566 4.9079 -0.22 0.20 -0.33 -0.06
H -0.7974 -1.1592 4.7546 -0.13 0.11 -0.34 0.07
H 0.3563 0.1420 4.2511 0.16 -0.36 -0.03 0.07
H 0.1309 -0.3621 5.9673 0.35 0.18 -0.17 0.08
H -1.9937 0.6521 6.0901 0.06 0.17 -0.01 0.12
H -0.9760 1.8816 5.2790 0.13 -0.07 0.17 0.11
H -3.1198 2.6241 4.6382 -0.17 0.01 0.01 0.12
H -3.7342 1.8820 3.1509 0.09 0.05 0.06 0.09
H -4.6325 -0.0303 4.4630 0.06 -0.08 0.23 0.05
H -5.4666 1.4696 4.7186 0.03 0.12 0.30 0.08
H -4.3343 0.8829 5.9772 -0.11 -0.08 0.02 0.07
C -3.5653 -1.2201 -3.2905 -0.41 0.59 0.04 -0.08
C -2.2424 -1.9057 -3.0712 -0.21 0.12 0.38 -0.31
O -1.4110 -1.8421 -4.2208 -0.09 -0.18 -0.02 -0.08
H -4.1823 -1.7159 -4.0437 0.08 -0.10 -0.05 0.08
H -3.4123 -0.1779 -3.5883 0.05 -0.17 -0.06 0.06
H -4.1527 -1.1721 -2.3705 0.06 -0.22 0.01 0.05
H -2.4199 -2.9351 -2.7344 0.24 -0.06 -0.14 0.11
H -1.7045 -1.3897 -2.2735 0.13 -0.05 -0.03 0.09
H -1.9359 -2.1858 -4.9509 0.11 0.02 -0.14 0.09
```
Forces are in eV/Å.

As for the HOMO energy: -9.57 eV. The calculated total energy comes out at -2139.7839 Eh.